(1)
{"formula": "C3H4MgO3Tl", "method": "ωB97M-V/def2-TZVPD", "symbols": ["O", "H", "C", "H", "C", "Mg", "O", "H", "H", "O", "Tl", "C"], "coordinates": [[-0.2521, 0.9649, 0.8061], [4.3816, -1.0927, -1.0685], [0.9559, 0.5864, 0.4441], [-3.2746, 0.3692, -0.3074], [-2.2466, 0.7287, -0.3804], [2.9350, -0.3470, -0.5544], [1.2147, -0.6485, 0.6321], [-1.5727, -0.6450, 1.1472], [-2.0041, 1.0927, -1.3796], [1.5003, 1.2873, -0.4351], [-0.2740, -2.4821, 0.6234], [-1.3634, 0.1862, 0.4724]], "atomic_forces_ev_per_a": [[-0.6, 0.8, 0.8], [-0.4, 0.1, 0.1], [-2.4, 0.1, -3.8], [0.3, -0.3, -0.2], [-0.3, -2.4, -0.6], [0.3, 0.5, -0.2], [2.3, -0.6, 0.5], [-0.5, 0.9, 0.6], [0.3, 1.4, 0.8], [2.0, -0.9, 1.6], [-0.1, -1.3, -0.1], [-0.6, 1.7, 0.4]], "charge": 1, "total_energy_ha": -714.731576, "multiplicity": 1, "homo_ev": [-13.49, -13.49], "e_above_lowest_ev": 1.551}

(2)
{"formula": "C3H4MgO4Pd", "method": "ωB97M-V/def2-TZVPD", "symbols": ["C", "O", "Pd", "Mg", "O", "H", "O", "H", "O", "H", "H", "C", "C"], "coordinates": [[-0.7807, 0.5624, -0.1711], [-1.2720, -0.5738, 0.4666], [-2.2944, 1.3797, 1.4741], [4.6324, -0.6208, -1.2934], [3.2302, 0.7981, -0.9054], [-3.3457, -0.7285, 0.4177], [2.7694, -1.3352, -0.9352], [1.2153, 0.1153, -0.5316], [-0.9658, 1.7596, 0.3889], [-2.5587, -1.1935, 1.9315], [-0.4710, 0.4109, -1.2153], [-2.5574, -0.4332, 1.1365], [2.3984, -0.1410, -0.7633]], "atomic_forces_ev_per_a": [[-1.6, 1.1, 1.8], [1.5, 1.9, -2.2], [-6.5, 2.9, 7.1], [0.5, -0.1, -0.1], [-1.2, 0.2, 0.4], [0.3, 0.5, 0.1], [-1.2, 0.3, 0.4], [2.9, -0.6, -0.2], [6.5, -2.7, -7.2], [0.1, 0.5, 0.0], [0.2, 0.3, 0.6], [-1.0, -4.5, -0.4], [-0.5, 0.2, -0.4]], "charge": 1, "total_energy_ha": -745.161523, "multiplicity": 4, "homo_ev": [-8.98, -14.33], "e_above_lowest_ev": 0.000}

(3)
{"formula": "C3H4MgO4V", "method": "ωB97M-V/def2-TZVPD", "symbols": ["O", "V", "O", "H", "O", "C", "H", "H", "C", "C", "O", "H", "Mg"], "coordinates": [[0.7405, -2.4622, 7.8982], [-4.2269, 0.3753, 8.1463], [1.4440, -0.3312, 7.3017], [1.0311, -2.9060, 9.8746], [-2.6206, 0.6666, 7.0550], [-2.1312, -0.3288, 7.6591], [-0.5121, -2.1038, 9.5195], [0.8986, -1.8252, 5.9813], [0.5723, -2.0898, 9.2973], [0.7128, -1.4061, 6.9837], [-2.7891, -0.8804, 8.5852], [-1.0270, -0.7308, 7.3588], [1.5207, -0.1996, 9.2158]], "atomic_forces_ev_per_a": [[-2.0, 2.6, -2.5], [-2.9, 1.0, 0.6], [-3.6, -2.2, -1.4], [-0.1, 0.4, -0.3], [2.0, -0.6, -0.7], [1.0, -0.1, -0.4], [0.5, 0.1, -0.2], [-1.4, 0.6, -0.1], [0.1, 0.0, 1.0], [7.1, -1.0, 3.3], [2.0, -1.1, -0.1], [-2.3, 0.7, 0.5], [-0.1, -0.4, 0.3]], "charge": 1, "total_energy_ha": -1561.373734, "multiplicity": 5, "homo_ev": [-9.44, -13.77], "e_above_lowest_ev": 0.805}

(4)
{"formula": "C3H4N2", "method": "ωB97M-V/def2-TZVPD", "symbols": ["N", "C", "H", "H", "H", "N", "C", "C", "H"], "coordinates": [[0.5876, -0.5474, 0.4890], [-0.5572, -0.9742, -0.1624], [-0.8092, -2.0268, -0.1944], [1.5300, 1.3674, 0.7454], [1.1969, -1.1124, 1.0656], [-0.3601, 1.2664, -0.2584], [0.6998, 0.7927, 0.3453], [-1.2103, 0.1376, -0.6435], [-1.0775, 1.0967, -1.3866]], "atomic_forces_ev_per_a": [[0.0, -0.1, 0.0], [0.0, 0.1, -0.2], [0.0, 0.2, 0.0], [-0.2, -0.2, -0.1], [-0.2, 0.1, -0.2], [1.0, 0.2, 1.3], [-0.2, -0.2, 0.4], [1.4, 1.9, -0.3], [-1.8, -2.0, -0.9]], "total_energy_ha": -226.101560, "multiplicity": 1, "homo_ev": -8.94, "e_above_lowest_ev": 3.364}

(5)
{"formula": "C3H4N2", "method": "ωB97M-V/def2-TZVPD", "symbols": ["N", "H", "H", "C", "N", "C", "H", "H", "C"], "coordinates": [[-0.4451, -0.6760, 0.4065], [2.3058, 0.9161, 0.4201], [0.6655, 0.3708, 1.8957], [-1.5841, -0.1191, -0.4016], [1.5182, 0.4524, -0.0225], [-0.5897, -0.5826, -1.0601], [-2.5772, 0.2422, -0.1866], [0.0910, -0.7618, -1.8738], [0.6156, 0.1580, 0.8223]], "atomic_forces_ev_per_a": [[0.2, -0.1, 0.3], [0.0, 0.1, 0.0], [-0.1, 0.0, -0.2], [0.3, -0.1, -0.2], [-0.1, 0.1, 0.4], [-0.4, 0.2, -0.1], [0.3, 0.0, -0.1], [-0.4, -0.1, 0.0], [0.3, -0.1, -0.1]], "smiles": "[H]/N=C/N1C=C1", "total_energy_ha": -226.074304, "multiplicity": 1, "homo_ev": -8.57, "e_above_lowest_ev": 4.106}

(6)
{"formula": "C3H4N2", "method": "ωB97M-V/def2-TZVPD", "symbols": ["C", "C", "N", "H", "N", "H", "H", "H", "C"], "coordinates": [[-0.2773, 0.0960, -0.4555], [-1.6767, 0.0700, -0.2049], [0.5840, -1.0145, 0.1493], [0.4916, 0.3862, 1.6059], [-2.7690, 0.1484, 0.1421], [1.7801, 0.9301, 0.3836], [1.2436, -1.1685, -0.5285], [-0.1386, 0.1809, -1.6335], [0.7623, 0.3712, 0.5416]], "atomic_forces_ev_per_a": [[1.1, -1.2, -3.4], [-0.6, 0.3, 1.4], [-2.2, 1.1, 0.9], [-0.3, 0.9, -0.6], [-0.1, -0.1, -0.4], [-2.2, -1.1, -0.3], [1.9, -1.1, -2.2], [0.3, 0.4, 2.8], [2.2, 0.8, 1.8]], "smiles": "N#C[C@H]1CN1", "total_energy_ha": -226.140583, "multiplicity": 1, "homo_ev": -10.74, "e_above_lowest_ev": 2.302}

(7)
{"formula": "C3H4N2", "method": "ωB97M-V/def2-TZVPD", "symbols": ["H", "H", "N", "C", "H", "H", "N", "C", "C"], "coordinates": [[2.0530, -0.9111, 0.3524], [1.1481, 1.7069, 0.1743], [-0.7292, 0.7217, -0.0772], [1.0447, -0.5344, 0.2673], [-2.0962, -0.9593, -0.1027], [-0.9503, 1.2364, -0.9179], [-0.0479, -1.3908, 0.2005], [0.6453, 0.7512, 0.1341], [-1.0674, -0.6207, -0.0308]], "atomic_forces_ev_per_a": [[-0.1, 0.0, 0.3], [0.2, -0.3, -0.2], [0.3, -0.2, -0.2], [0.2, 0.0, 0.2], [0.2, 0.1, -0.2], [-0.9, 0.4, 0.3], [-0.1, 0.2, 0.0], [0.2, -0.1, -0.1], [0.0, -0.1, -0.1]], "smiles": "c1c[nH]cn1", "total_energy_ha": -226.208768, "multiplicity": 1, "homo_ev": -9.16, "e_above_lowest_ev": 0.447}

(8)
{"formula": "C3H4N2O", "method": "ωB97M-V/def2-TZVPD", "symbols": ["H", "O", "N", "H", "H", "N", "H", "C", "C", "C"], "coordinates": [[1.3924, 1.6209, -0.0163], [-1.1452, 2.0422, 0.6801], [-0.0370, -1.1511, -0.1521], [-0.2827, -1.9856, -0.6388], [2.0394, -0.7940, -0.6658], [0.7615, 0.8330, -0.0145], [-2.0391, -0.7964, 0.4711], [1.0756, -0.4303, -0.3308], [-1.0855, -0.3499, 0.2492], [-0.6386, 0.9719, 0.3639]], "atomic_forces_ev_per_a": [[0.0, -0.2, 0.1], [0.2, 0.0, 0.0], [0.3, 0.7, -0.3], [0.6, -0.8, 0.0], [-0.4, 0.0, 0.0], [0.0, 0.0, 0.1], [0.0, 0.2, -0.1], [-0.5, -0.1, 0.0], [-0.3, 0.1, 0.2], [0.1, 0.0, 0.0]], "total_energy_ha": -301.444933, "multiplicity": 1, "homo_ev": -7.34, "e_above_lowest_ev": 1.151}

In order of appearance, max |F| = 4.50, 10.04, 7.87, 2.82, 0.50, 3.74, 1.05, 0.97 eV/Å.